Entry 1:
Computed, not measured: a single C5H2ClNO2S molecule at a distorted geometry, with the ωB97M-V functional and the def2-TZVPD basis.

Summary:
* <S²>: 2.023
* highest occupied orbital energy (spin up / spin down): -7.31 / -9.71 eV
* frontier orbital gap (spin up / spin down): 5.65 / 5.24 eV
* 2S+1: 3
* net charge: 0
* E_LUMO (spin up / spin down): -1.662 / -4.469 eV
* maximum force: 0.0698 Eh/bohr

Element x y z (Å)
C (1.05958, -0.95055, 0.43318)
C (0.11536, -1.62696, -0.23810)
C (0.37866, 1.51827, 0.47376)
C (1.13798, 0.46688, 0.73465)
C (-1.98767, -0.69615, -1.26504)
N (-1.00674, -1.11145, -0.77865)
O (-2.22423, 1.85398, 0.54277)
O (-1.06218, 2.27537, -1.59113)
S (-1.11798, 1.61304, -0.32747)
Cl (2.60456, 0.87728, 1.60287)
H (1.89055, -1.52619, 0.81387)
H (0.21211, -2.69351, -0.40072)

=====

Entry 2:
Computed, not measured: C5H2EuO6 as an isolated structure at a distorted geometry, with the ωB97M-V functional and the def2-TZVPD basis.

Summary:
* <S²>: 12.012
* highest occupied orbital energy (spin up / spin down): -24.01 / -24.00 eV
* frontier orbital gap (spin up / spin down): 5.82 / 9.03 eV
* 2S+1: 7
* net charge: +3
* E_LUMO (spin up / spin down): -18.188 / -14.972 eV
* maximum force: 0.1055 Eh/bohr
* energy above the lowest of the compared OMol25 structures with the same formula, charge and spin: 32.22 kcal per mole

Element x y z (Å)
O (0.03649, 0.02593, -4.04501)
C (-0.22380, -0.16188, -2.95320)
Eu (-0.06291, -0.04398, 1.29764)
O (1.69561, -2.25680, -1.13790)
C (1.05926, -1.57458, -0.47041)
C (-1.28441, 1.41607, -0.45492)
O (-1.78629, 2.19279, -1.13484)
C (-1.63723, -1.27773, -0.35645)
O (-2.35169, -1.84273, -1.05661)
C (1.37147, 1.08156, -0.58637)
O (2.10723, 1.65217, -1.26079)
O (0.19627, 0.14852, 3.71676)
H (0.89855, -0.30875, 4.21553)
H (-0.01854, 0.94940, 4.22658)

=====

Entry 3:
Computed, not measured: a single C5H2F6O2P2 molecule at a distorted geometry, with the ωB97M-V functional and the def2-TZVPD basis.

Summary:
* highest occupied orbital energy (spin up / spin down): -7.96 / -7.95 eV
* frontier orbital gap (spin up / spin down): 6.49 / 6.48 eV
* structure (SMILES): O=C(C(F)(F)F)P1(C(=O)C(F)(F)F)=PC1
* net charge: 0
* E_LUMO (spin up / spin down): -1.471 / -1.471 eV
* maximum force: 0.0489 Eh/bohr
* energy above the lowest of the compared OMol25 structures with the same formula, charge and spin: 36.07 kcal per mole

Element x y z (Å)
O (-0.65633, 1.51691, -1.44563)
C (-1.54861, 1.53935, -0.65900)
C (-2.70333, 2.56725, -0.74337)
F (-2.62035, 3.64368, -1.49689)
F (-3.81711, 1.87663, -1.18176)
F (-2.98392, 2.87827, 0.55284)
P (-1.71307, 0.25825, 0.71457)
C (-2.51791, -1.27264, -0.18366)
O (-2.74388, -1.30463, -1.35202)
C (-2.86393, -2.35016, 0.81839)
F (-1.80338, -2.33278, 1.70330)
F (-3.99169, -2.18321, 1.50138)
F (-2.90698, -3.53590, 0.22802)
P (-0.46727, 1.22728, 2.19030)
C (0.03811, 0.04029, 0.98582)
H (0.47167, -0.85845, 1.40913)
H (0.56799, 0.65318, 0.22161)

=====

Entry 4:
Computed, not measured: a single C5H2O molecule at a distorted geometry, with the ωB97M-V functional and the def2-TZVPD basis.

Summary:
* highest occupied orbital energy: -10.02 eV
* frontier orbital gap: 9.50 eV
* structure (SMILES): C#CC#CC=O
* net charge: 0
* E_LUMO: -0.521 eV
* maximum force: 0.0441 Eh/bohr
* energy above the lowest of the compared OMol25 structures with the same formula, charge and spin: 5.04 kcal per mole

Element x y z (Å)
C (-2.31782, -0.98438, -1.45054)
C (-1.46015, -0.42856, -0.81440)
C (-0.40885, 0.05141, -0.04320)
C (0.66485, 0.39153, 0.42870)
C (1.91949, 0.73294, 1.14939)
O (1.80007, 1.18918, 2.25422)
H (-3.03077, -1.33683, -2.16949)
H (2.83318, 0.38471, 0.64531)

=====

Entry 5:
Computed, not measured: a single C5H2O molecule, with the ωB97M-V functional and the def2-TZVPD basis.

Summary:
* highest occupied orbital energy: -10.23 eV
* frontier orbital gap: 9.64 eV
* structure (SMILES): C#CC#CC=O
* net charge: 0
* E_LUMO: -0.594 eV
* maximum force: 0.0104 Eh/bohr
* energy above the lowest of the compared OMol25 structures with the same formula, charge and spin: 1.39 kcal per mole

Element x y z (Å)
C (-0.61967, 2.58524, -1.18897)
C (-0.35951, 1.48494, -0.77054)
C (-0.09796, 0.25644, -0.20225)
C (0.08914, -0.78121, 0.39258)
C (0.17932, -1.84630, 1.37776)
O (0.79345, -2.87829, 1.26116)
H (-0.86413, 3.56762, -1.52920)
H (-0.38578, -1.59474, 2.29502)

=====

Entry 6:
Computed, not measured: a 10-piece molecular cluster, C5H30N2O10 overall at a distorted geometry, with the ωB97M-V functional and the def2-TZVPD basis.

Summary:
* highest occupied orbital energy: -9.79 eV
* frontier orbital gap: 10.05 eV
* structure (SMILES): C=NCC[C@H](N)CO.O.O.O.O.O.O.O.O.O
* net charge: 0
* E_LUMO: 0.258 eV
* maximum force: 0.0537 Eh/bohr
* energy above the lowest of the compared OMol25 structures with the same formula, charge and spin: 85.63 kcal per mole

Element x y z (Å)
C (3.59094, -1.37563, 0.11717)
N (2.60229, -0.65451, 0.42233)
C (2.03138, -0.83578, 1.76093)
C (0.50137, -0.81187, 1.72584)
C (-0.04185, 0.35019, 0.91744)
N (0.10055, 1.56324, 1.74250)
C (-1.49464, 0.03718, 0.45201)
O (-1.70044, 0.78732, -0.75482)
H (4.00046, -2.15065, 0.75735)
H (4.07886, -1.16395, -0.84186)
H (2.49824, -0.01787, 2.31189)
H (2.32626, -1.72572, 2.34787)
H (0.13255, -1.78224, 1.36475)
H (0.24608, -0.92167, 2.78530)
H (0.49779, 0.47203, -0.01018)
H (-0.75127, 2.09399, 1.60406)
H (0.31940, 1.33154, 2.69680)
H (-1.64353, -1.01134, 0.22821)
H (-2.31543, 0.35166, 1.10959)
H (-0.95157, 1.30718, -1.08714)
O (-1.13129, -3.23316, -1.50684)
H (-1.36514, -3.72180, -2.29760)
H (-1.12497, -2.27735, -1.68138)
O (1.41402, 1.48195, -1.63961)
H (1.47722, 1.16072, -0.72512)
H (1.89564, 0.92456, -2.25722)
O (-0.97706, -4.05014, 1.08998)
H (-1.58323, -3.30447, 1.19728)
H (-1.33670, -4.33437, 0.24222)
O (1.20440, 4.03608, 1.67290)
H (1.87433, 4.00885, 0.97404)
H (0.75990, 3.19822, 1.36628)
O (-0.55143, 0.14904, -4.74976)
H (-1.04183, -0.52594, -4.21895)
H (-0.10952, 0.71525, -4.11944)
O (0.55732, -3.51862, 3.32908)
H (0.20118, -3.96475, 2.53778)
H (1.48492, -3.71166, 3.22119)
O (-2.82482, 3.37663, 0.53953)
H (-2.91261, 2.61310, -0.04284)
H (-2.90022, 4.16859, 0.00465)
O (-0.02436, 3.27194, -0.99115)
H (0.80952, 3.54362, -1.30397)
H (-0.37105, 3.84670, -0.29956)
O (-1.78888, -0.97310, -2.81132)
H (-1.59844, -0.19980, -2.23300)
H (-2.74962, -0.96557, -2.89713)

=====

Entry 7:
Computed, not measured: a 9-piece molecular cluster, C5H30N2O9 overall at a distorted geometry, with the ωB97M-V functional and the def2-TZVPD basis.

Summary:
* highest occupied orbital energy: -9.00 eV
* frontier orbital gap: 9.29 eV
* structure (SMILES): CN[C@H](CO)CCN.O.O.O.O.O.O.O.O
* net charge: 0
* E_LUMO: 0.285 eV
* maximum force: 0.1570 Eh/bohr
* energy above the lowest of the compared OMol25 structures with the same formula, charge and spin: 138.48 kcal per mole

Element x y z (Å)
C (0.27335, -0.73719, -2.56074)
N (-0.06607, -0.93093, -1.09830)
C (0.85062, 0.02383, -0.44278)
C (2.38707, -0.27754, -0.85438)
O (2.86379, 0.52459, -1.98316)
C (0.75046, 0.00749, 1.13760)
C (0.88730, 1.33890, 1.97075)
N (-0.33572, 1.60607, 2.67766)
H (1.28892, -0.73819, -2.85206)
H (-0.38176, -1.39468, -3.07312)
H (-0.11044, 0.17870, -2.97850)
H (0.09245, -1.86920, -0.83678)
H (0.63929, 1.04357, -0.73959)
H (3.25237, 0.00206, -0.10943)
H (2.21185, -1.20918, -1.31841)
H (2.86013, 1.47005, -1.68009)
H (-0.32607, -0.26523, 1.29126)
H (1.40281, -0.76700, 1.59267)
H (1.70640, 1.27943, 2.55794)
H (1.17964, 2.07347, 1.09746)
H (-0.96692, 0.93017, 2.52953)
H (-0.21168, 1.70574, 3.59141)
O (-4.89762, -0.41336, -1.73559)
H (-5.15378, -1.05310, -0.96712)
H (-4.29364, -0.77150, -2.36035)
O (0.91119, 4.27195, 1.05598)
H (1.34829, 3.56836, 1.64081)
H (-0.13767, 4.06873, 1.14824)
O (0.68736, -4.03761, 0.09567)
H (1.42217, -3.96577, -0.36978)
H (0.88827, -4.55285, 0.81318)
O (-3.08286, 0.05590, -0.13605)
H (-2.48261, -0.12614, -0.72270)
H (-3.73815, 0.58775, -0.66904)
O (-1.24878, 2.64713, 0.13549)
H (-2.02898, 3.20612, -0.11982)
H (-1.45139, 1.72520, 0.08411)
O (2.29776, 3.16305, -0.98808)
H (2.28196, 3.77782, -0.17423)
H (1.28117, 2.93603, -1.11397)
O (-3.59290, -3.21756, -0.50648)
H (-3.31780, -4.08211, -0.75532)
H (-2.76374, -2.58627, -0.40295)
O (2.35811, -3.28745, 2.44653)
H (1.56505, -2.87743, 2.48971)
H (2.90082, -3.03178, 3.19278)

=====

Entry 8:
Computed, not measured: a 9-piece molecular cluster, C5H30N2O9 overall at a distorted geometry, with the ωB97M-V functional and the def2-TZVPD basis.

Summary:
* highest occupied orbital energy: -8.50 eV
* frontier orbital gap: 8.35 eV
* structure (SMILES): CN(C)C[C@H](N)CO.O.O.O.O.O.O.O.O
* net charge: 0
* E_LUMO: -0.146 eV
* maximum force: 0.1095 Eh/bohr
* energy above the lowest of the compared OMol25 structures with the same formula, charge and spin: 136.03 kcal per mole

Element x y z (Å)
C (2.48831, -0.62013, 1.05772)
N (1.02090, -0.82568, 0.91378)
C (0.79507, -2.24699, 1.30911)
C (0.25142, 0.10598, 1.71214)
C (-1.11723, -0.05171, 0.95972)
N (-1.93896, 1.13337, 0.74596)
C (-2.11672, -0.76935, 1.96612)
O (-2.20014, -0.04351, 3.13644)
H (2.87453, -0.68618, 0.03052)
H (2.83092, 0.42424, 1.52741)
H (3.08201, -1.35082, 1.58955)
H (1.52453, -2.82403, 0.69529)
H (0.77099, -2.47098, 2.34184)
H (-0.21827, -2.54922, 1.27553)
H (0.51463, 1.20102, 1.54343)
H (0.17850, 0.08935, 2.79884)
H (-1.20095, -0.81691, 0.20916)
H (-1.86663, 1.46165, -0.21267)
H (-1.63810, 1.91112, 1.39898)
H (-3.05952, -0.95621, 1.40822)
H (-1.74602, -1.75823, 2.25952)
H (-2.74698, 0.71738, 3.37340)
O (-0.22921, 1.15413, -3.44095)
H (-0.18590, 0.49648, -2.73205)
H (0.09231, 0.62910, -4.17162)
O (-2.39621, -3.47795, -0.22363)
H (-2.07860, -2.56448, -0.02858)
H (-1.49415, -3.73739, -0.53572)
O (-1.13898, -1.25827, -2.69473)
H (-1.96789, -1.43886, -2.33355)
H (-1.06684, -2.12671, -3.14274)
O (2.02179, 1.26076, -1.75951)
H (1.68431, 0.41664, -2.15567)
H (2.85541, 1.12686, -1.39206)
O (0.73040, -3.12196, -1.43977)
H (1.63224, -3.33261, -1.65825)
H (0.76924, -2.31472, -0.95246)
O (2.12872, 3.75782, -0.38459)
H (1.16580, 3.61309, -0.48702)
H (2.61383, 3.15271, -0.95316)
O (-0.24070, 2.64640, -1.30059)
H (-0.22603, 1.68615, -1.09986)
H (0.64413, 2.73961, -1.75112)
O (-0.45080, 3.67900, 1.16294)
H (-0.10142, 3.68634, 0.30961)
H (-1.24373, 4.25368, 1.12508)

=====

Question: Which of these has the highest net charge?
Answer: C5H2EuO6